[1]
A structure of composition C21H31AsCoIN6O4S3, computed with ωB97M-V/def2-TZVPD.

Cartesian coordinates (Å):
Co (-1.517, -0.512, 0.748)
N (-1.386, -0.175, -1.370)
C (-0.298, -1.032, -1.892)
C (-0.465, -1.412, -3.357)
C (-0.181, -0.267, -4.329)
C (1.312, 0.107, -4.341)
N (1.636, 1.343, -3.619)
C (1.479, 2.561, -4.125)
N (0.873, 2.734, -5.298)
N (1.917, 3.626, -3.450)
C (-0.132, -2.288, -0.997)
O (0.523, -3.229, -1.396)
O (-0.664, -2.194, 0.171)
H (-2.271, -0.402, -1.815)
H (-1.209, 0.812, -1.524)
H (0.639, -0.482, -1.751)
H (-1.465, -1.828, -3.508)
H (0.228, -2.229, -3.565)
H (-0.786, 0.614, -4.094)
H (-0.467, -0.574, -5.336)
H (1.713, 0.190, -5.353)
H (1.899, -0.677, -3.863)
H (2.105, 1.266, -2.730)
H (0.502, 1.952, -5.809)
H (0.812, 3.642, -5.726)
H (2.488, 3.517, -2.630)
H (1.831, 4.553, -3.829)
O (0.049, 1.566, 0.399)
S (1.045, 0.919, 1.240)
O (2.170, 0.351, 0.567)
N (0.159, -0.168, 2.101)
C (0.110, 0.140, 3.385)
S (-0.818, -0.679, 4.517)
C (0.937, 1.324, 3.749)
C (1.171, 1.872, 4.999)
C (1.991, 2.992, 5.076)
C (2.568, 3.544, 3.937)
C (2.342, 2.993, 2.679)
C (1.513, 1.893, 2.622)
H (0.738, 1.436, 5.889)
H (2.193, 3.437, 6.040)
H (3.208, 4.409, 4.034)
H (2.802, 3.407, 1.794)
C (-1.633, -4.992, 1.263)
As (-1.005, -3.787, 2.616)
C (-1.214, -4.685, 4.301)
C (0.878, -3.481, 2.389)
S (-2.333, -2.064, 2.730)
H (-0.984, -5.868, 1.274)
H (-1.570, -4.498, 0.300)
H (-2.655, -5.286, 1.500)
H (-0.802, -5.690, 4.213)
H (-2.271, -4.735, 4.555)
H (-0.674, -4.132, 5.069)
H (1.385, -4.268, 2.948)
H (1.150, -2.508, 2.785)
H (1.111, -3.531, 1.329)
I (-4.807, -1.149, 0.027)
C (-4.319, 0.497, 1.213)
C (-5.337, 1.198, 1.839)
C (-5.000, 2.305, 2.599)
C (-3.667, 2.679, 2.695)
C (-2.720, 1.918, 2.040)
N (-3.034, 0.836, 1.311)
H (-6.364, 0.880, 1.733)
H (-5.770, 2.870, 3.107)
H (-3.362, 3.541, 3.269)
H (-1.668, 2.167, 2.076)

Computed properties:
Charge ... +2
<S²> ... 6.0124
E_HOMO (alpha / beta) ... -12.68 / -13.91 eV
Spin multiplicity ... 5

Löwdin population analysis, charges in e, atoms 1 to 6: 0.5183 0.0342 -0.2669 -0.1456 -0.1681 -0.1418

***

[2]
A structure of composition C21H31BiNOP2S, computed with ωB97M-V/def2-TZVPD.

Cartesian coordinates (Å):
C (-1.760, 2.784, -3.022)
C (-1.407, 1.499, -2.667)
C (-0.102, 1.061, -3.101)
C (0.934, 2.000, -3.530)
C (0.598, 3.407, -3.353)
C (-0.762, 3.745, -3.287)
C (2.309, 1.467, -3.689)
C (2.612, 0.095, -3.240)
C (1.471, -0.762, -2.890)
C (1.661, -2.028, -2.245)
C (2.942, -2.545, -2.288)
C (4.046, -1.720, -2.491)
C (3.913, -0.350, -2.815)
H (-2.811, 3.008, -3.036)
H (1.319, 4.205, -3.021)
H (-1.110, 4.791, -3.346)
H (3.095, 2.205, -3.529)
H (3.025, -3.608, -2.096)
H (5.032, -2.163, -2.309)
H (4.730, 0.322, -2.455)
N (0.248, -0.200, -2.804)
Bi (1.210, 0.599, 2.086)
C (-2.233, 0.578, -1.825)
H (-2.137, -0.467, -2.162)
H (-3.284, 0.875, -1.906)
C (0.489, -2.638, -1.542)
H (-0.438, -2.489, -2.126)
H (0.661, -3.716, -1.464)
P (-1.647, 0.660, -0.027)
P (0.276, -1.872, 0.145)
C (1.584, -2.877, 0.962)
H (1.471, -2.771, 2.049)
H (1.505, -3.940, 0.695)
H (2.577, -2.514, 0.674)
C (-1.140, -2.934, 0.660)
H (-0.807, -3.961, 0.854)
H (-1.543, -2.532, 1.594)
H (-1.932, -2.953, -0.098)
C (-2.311, 2.351, 0.297)
H (-3.371, 2.436, 0.005)
H (-2.203, 2.569, 1.366)
H (-1.732, 3.104, -0.247)
C (-3.109, -0.186, 0.716)
H (-2.900, -0.315, 1.783)
H (-4.028, 0.411, 0.623)
H (-3.279, -1.181, 0.297)
H (1.064, 1.995, 1.096)
H (2.640, -0.517, 1.982)
C (-1.568, 1.483, 5.624)
S (0.143, 1.180, 5.192)
C (0.479, -0.499, 5.790)
O (-0.329, 0.828, 3.678)
H (-1.745, 1.894, 6.623)
H (-2.102, 0.541, 5.400)
H (-1.911, 2.183, 4.840)
H (-0.426, -1.106, 5.602)
H (1.276, -0.917, 5.145)
H (0.815, -0.515, 6.835)

Computed properties:
Charge ... +1
E_HOMO (alpha / beta) ... -9.67 / -9.67 eV
Spin multiplicity ... 1
Relative energy (zero: lowest compared OMol25 entry of this formula, charge and spin) ... 240.31 kJ/mol

Löwdin population analysis, charges in e, atoms 1 to 6: -0.0573 -0.2470 -0.1747 -0.1040 -0.0397 -0.0750

***

[3]
A structure of composition C21H31Co2O6Sn, computed with ωB97M-V/def2-TZVPD.

Cartesian coordinates (Å):
C (-12.248, 0.472, 2.609)
C (-11.388, 1.645, 3.078)
C (-10.626, 2.321, 1.929)
C (-9.690, 3.461, 2.391)
Sn (-7.653, 2.744, 2.824)
C (-6.875, 2.022, 0.903)
C (-5.524, 1.302, 1.053)
C (-5.115, 0.631, -0.267)
C (-3.766, -0.077, -0.188)
C (-6.398, 4.426, 3.403)
C (-6.277, 5.410, 2.215)
C (-4.832, 5.582, 1.732)
C (-4.684, 6.719, 0.728)
H (-8.086, 0.190, 4.401)
H (-12.889, 0.127, 3.424)
H (-12.890, 0.761, 1.771)
H (-11.625, -0.369, 2.290)
H (-12.027, 2.396, 3.562)
H (-10.686, 1.306, 3.853)
H (-10.062, 1.559, 1.365)
H (-11.362, 2.739, 1.222)
H (-9.564, 4.229, 1.615)
H (-10.015, 3.928, 3.331)
H (-7.655, 1.340, 0.530)
H (-6.806, 2.886, 0.228)
H (-4.736, 2.011, 1.359)
H (-5.578, 0.537, 1.847)
H (-5.897, -0.084, -0.551)
H (-5.093, 1.394, -1.054)
H (-3.530, -0.523, -1.157)
H (-2.971, 0.630, 0.069)
H (-3.782, -0.873, 0.564)
H (-6.907, 4.878, 4.264)
H (-5.436, 4.000, 3.717)
H (-6.904, 5.101, 1.359)
H (-6.673, 6.389, 2.534)
H (-4.191, 5.770, 2.601)
H (-4.478, 4.639, 1.292)
H (-3.631, 6.860, 0.475)
H (-5.231, 6.505, -0.194)
H (-5.062, 7.658, 1.142)
O (-6.416, -1.138, 9.423)
C (-6.475, -1.967, 8.623)
Co (-6.499, -3.257, 7.399)
C (-4.783, -3.045, 6.995)
O (-3.653, -2.945, 6.780)
C (-6.580, -4.497, 8.657)
O (-6.587, -5.313, 9.471)
C (-7.741, -2.204, 6.329)
C (-7.251, -1.491, 5.282)
C (-7.120, -0.144, 4.805)
Co (-7.080, -3.208, 4.952)
C (-5.526, -3.082, 4.120)
O (-4.497, -3.061, 3.589)
C (-8.031, -3.769, 3.535)
O (-8.632, -4.111, 2.606)
C (-6.764, -4.767, 5.867)
O (-6.723, -5.938, 5.858)
H (-8.714, -2.045, 6.795)
H (-6.376, -0.102, 3.984)
H (-6.790, 0.563, 5.594)

Computed properties:
Charge ... -1
E_HOMO ... -2.12 eV
Spin multiplicity ... 1

Löwdin population analysis, charges in e, atoms 1 to 6: -0.1334 -0.3021 -0.3462 -0.3996 1.0345 -0.3914

***

[4]
A structure of composition C21H31CuN3OSb, computed with ωB97M-V/def2-TZVPD.

Cartesian coordinates (Å):
Cu (-0.862, -0.213, -1.023)
O (-1.110, -4.224, -0.313)
C (-0.917, -3.009, -0.219)
N (-0.227, -2.177, -0.992)
C (0.106, -2.657, -2.313)
C (-0.965, -2.183, -3.276)
C (-1.300, -2.931, -4.390)
C (-2.290, -2.485, -5.225)
C (-2.958, -1.309, -4.934)
C (-2.553, -0.613, -3.813)
N (-1.588, -1.036, -2.999)
C (-1.646, -2.304, 0.926)
C (-1.814, -2.944, 2.147)
C (-2.365, -2.231, 3.214)
C (-2.851, -0.946, 2.981)
C (-2.726, -0.426, 1.703)
N (-2.089, -1.071, 0.708)
H (0.182, -3.758, -2.394)
H (1.065, -2.244, -2.624)
H (-0.794, -3.884, -4.567)
H (-2.554, -3.090, -6.076)
H (-3.761, -0.936, -5.554)
H (-2.993, 0.362, -3.590)
H (-1.509, -3.973, 2.263)
H (-2.430, -2.659, 4.208)
H (-3.257, -0.348, 3.792)
H (-3.061, 0.588, 1.462)
C (3.504, 2.722, 0.351)
C (2.333, 2.428, -0.610)
C (1.650, 3.700, -1.120)
Sb (0.799, 1.092, 0.201)
C (2.156, -0.161, 1.354)
C (1.385, -1.038, 2.357)
C (3.057, -0.985, 0.431)
C (-0.119, 2.183, 1.873)
C (0.894, 3.003, 2.703)
C (-1.260, 3.064, 1.404)
H (4.115, 3.537, -0.032)
H (4.157, 1.874, 0.535)
H (3.173, 3.051, 1.326)
H (2.732, 1.843, -1.445)
H (1.314, 4.320, -0.290)
H (0.775, 3.516, -1.769)
H (2.317, 4.325, -1.739)
H (2.757, 0.581, 1.895)
H (0.714, -1.720, 1.824)
H (0.776, -0.449, 3.031)
H (2.052, -1.626, 2.973)
H (2.395, -1.676, -0.103)
H (3.795, -1.601, 0.974)
H (3.579, -0.401, -0.319)
H (-0.565, 1.401, 2.474)
H (1.317, 3.859, 2.144)
H (1.707, 2.399, 3.103)
H (0.393, 3.463, 3.538)
H (-0.885, 3.957, 0.882)
H (-1.810, 3.443, 2.264)
H (-1.939, 2.599, 0.693)

Computed properties:
Charge ... 0
E_HOMO ... -7.51 eV
Spin multiplicity ... 1

Löwdin population analysis, charges in e, atoms 1 to 6: 0.1080 0.0081 -0.5263 -0.0483 -0.1772 -0.2382